# 1
The following is a DFT calculation (ωB97M-V/def2-TZVPD) of a structure of composition C31H59AsBiN6O6S2SbSi3Te.

```
! wB97M-V def2-TZVPD RIJCOSX def2/J DEFGRID3
* xyz 0 1
Bi 0.012 -0.013 0.589
C 6.169 -0.316 -1.808
C 5.685 -0.243 -0.411
N 6.421 -0.273 0.653
N 5.526 -0.187 1.683
C 4.249 -0.097 1.287
S 2.887 0.057 2.244
N 4.358 -0.134 -0.078
N 3.324 -0.103 -1.005
H 7.251 -0.414 -1.798
H 5.887 0.579 -2.362
H 5.726 -1.172 -2.315
H 5.838 -0.216 2.637
H 2.834 0.784 -0.855
H 2.691 -0.875 -0.773
O 0.580 -3.080 3.318
C 0.547 -2.415 2.320
O -0.342 -1.443 2.124
C 1.496 -2.694 1.110
O 2.290 -3.604 1.152
O 1.289 -1.913 0.088
C -0.350 -1.095 7.388
C -0.367 -0.007 6.353
C 0.708 0.172 5.488
C 0.684 1.164 4.523
C -0.432 1.977 4.402
C -1.499 1.843 5.277
C -1.456 0.855 6.248
S -0.539 3.046 3.001
O 0.794 3.443 2.630
O -1.519 4.066 3.295
N -1.047 2.065 1.824
C -2.280 1.489 1.870
C -3.456 1.965 2.480
C -4.582 1.176 2.441
C -4.564 -0.064 1.798
C -3.393 -0.443 1.186
N -2.302 0.319 1.203
H 0.441 -1.814 7.187
H -1.299 -1.632 7.403
H -0.190 -0.681 8.386
H 1.566 -0.485 5.554
H 1.522 1.314 3.860
H -2.346 2.510 5.204
H -2.291 0.742 6.930
H -3.446 2.927 2.966
H -5.489 1.522 2.921
H -5.427 -0.711 1.776
H -3.301 -1.393 0.672
C -3.430 0.845 -3.006
Si -3.434 -1.013 -2.795
C -4.889 -1.529 -1.723
C -3.636 -1.824 -4.471
Sb -1.238 -1.660 -1.614
Si -1.583 -4.131 -1.010
C -2.786 -4.845 -2.262
C 0.042 -5.035 -1.126
C -2.325 -4.199 0.703
Si 0.492 -1.716 -3.515
C 0.919 0.091 -3.805
C 2.003 -2.705 -3.021
C -0.242 -2.459 -5.077
H -4.401 1.184 -3.374
H -2.670 1.154 -3.726
H -3.217 1.348 -2.061
H -5.776 -1.598 -2.357
H -5.087 -0.791 -0.946
H -4.755 -2.498 -1.240
H -4.645 -1.585 -4.817
H -3.541 -2.908 -4.446
H -2.933 -1.434 -5.206
H -2.392 -4.786 -3.277
H -3.758 -4.352 -2.241
H -2.944 -5.902 -2.032
H 0.353 -5.132 -2.167
H -0.095 -6.043 -0.724
H 0.851 -4.566 -0.569
H -3.321 -3.752 0.718
H -1.717 -3.688 1.450
H -2.429 -5.243 1.008
H 1.657 0.440 -3.080
H 0.039 0.731 -3.730
H 1.350 0.222 -4.801
H 2.130 -2.792 -1.945
H 2.888 -2.209 -3.429
H 1.955 -3.708 -3.446
H -0.794 -1.719 -5.656
H -0.903 -3.304 -4.890
H 0.586 -2.816 -5.694
C 2.380 5.197 0.207
As 3.176 3.428 -0.024
C 4.407 3.912 -1.482
C 4.458 3.547 1.449
H 3.169 5.943 0.304
H 1.762 5.181 1.100
H 1.752 5.432 -0.651
H 4.962 4.820 -1.241
H 3.841 4.074 -2.400
H 5.115 3.100 -1.655
H 3.902 3.506 2.385
H 5.019 4.479 1.388
H 5.147 2.703 1.418
C -2.394 4.038 -0.642
Te -0.613 3.014 -1.180
C -0.789 3.537 -3.241
H -2.263 5.090 -0.882
H -2.533 3.926 0.429
H -3.243 3.625 -1.182
H -1.753 3.217 -3.629
H 0.007 3.050 -3.798
H -0.686 4.614 -3.338
*
```

Calculated values
**HOMO energy**: -7.90 eV
**Relative energy (zero: lowest compared OMol25 entry of this formula, charge and spin)**: 0.0 kJ/mol
**Kohn-Sham gap**: 7.86 eV
**LUMO energy**: -0.035 eV
**Energy**: -6620.2570 Ha

# 2
The following is a DFT calculation (ωB97M-V/def2-TZVPD) of a cluster of 2 separate species, C2H2ClI in total in a non-equilibrium geometry.

```
! wB97M-V def2-TZVPD RIJCOSX def2/J DEFGRID3
* xyz 0 1
C -1.898 0.813 0.208
C -1.750 -0.406 0.130
Cl -1.374 -1.988 -0.056
I 2.933 0.018 -0.075
H 4.385 -0.172 -0.733
H -2.296 1.736 0.525
*
```

Calculated values
**HOMO energy**: -10.04 eV
**Relative energy (zero: lowest compared OMol25 entry of this formula, charge and spin)**: 139.8 kJ/mol
**Kohn-Sham gap**: 10.61 eV
**LUMO energy**: 0.571 eV
**Energy**: -835.1945 Ha